{"formula": "C35H37IMnP2", "method": "ωB97M-V with the def2-TZVPD basis set", "elements": ["Mn", "C", "C", "C", "C", "C", "C", "C", "C", "C", "H", "H", "H", "H", "H", "H", "H", "H", "H", "H", "H", "H", "H", "H", "H", "P", "P", "C", "C", "C", "C", "C", "C", "C", "C", "C", "C", "C", "C", "C", "C", "C", "C", "C", "C", "C", "C", "C", "C", "C", "C", "C", "C", "H", "H", "H", "H", "H", "H", "H", "H", "H", "H", "H", "H", "H", "H", "H", "H", "H", "H", "H", "H", "H", "H", "I"], "coordinates": [[-0.0721, 0.8069, -4.5944], [-1.7391, 1.0731, -5.8212], [-1.7791, -0.3032, -5.6464], [-1.2208, -1.3014, -6.5969], [0.1966, -0.9313, -7.0837], [1.0095, -0.0761, -6.1403], [0.9621, 1.3494, -6.1298], [0.1865, 2.1222, -7.0523], [-1.3288, 1.6371, -7.1699], [1.2340, -0.0488, -0.2109], [-2.5273, 1.6748, -5.3086], [-2.5014, -0.7588, -4.9096], [-1.8455, -1.4592, -7.4929], [-1.1880, -2.2757, -6.0853], [0.7283, -1.8786, -7.2800], [0.1052, -0.4445, -8.0645], [1.9098, -0.5970, -5.7501], [1.7659, 1.9163, -5.7259], [0.5268, 2.1102, -8.1076], [0.1455, 3.1674, -6.7416], [-1.9984, 2.5057, -7.4748], [-1.4570, 0.8504, -8.0004], [0.8517, 0.9506, 0.0423], [1.9617, -0.3366, 0.5516], [0.5314, -0.8985, -0.1081], [-1.5493, -0.6621, -2.1415], [1.9378, -0.0157, -1.9077], [-0.2729, -1.2136, -3.2302], [1.0569, -0.6998, -3.2631], [-2.5527, -2.1649, -1.9919], [-2.8996, -3.1161, -2.9740], [-3.5918, -4.2686, -2.6143], [-3.9481, -4.4699, -1.2811], [-3.5975, -3.5638, -0.2807], [-2.9150, -2.4035, -0.6503], [-2.7530, 0.6539, -2.7718], [-2.4564, 2.0568, -3.1107], [-3.3966, 3.0564, -2.9838], [-4.7534, 2.7559, -2.9429], [-5.1591, 1.4266, -2.8400], [-4.1739, 0.3955, -2.8101], [3.4100, -1.0891, -1.7151], [3.1866, -2.3961, -1.2109], [4.2685, -3.2042, -0.8662], [5.5586, -2.7310, -1.0904], [5.8173, -1.4373, -1.5592], [4.7333, -0.5975, -1.8845], [2.4188, 1.7336, -2.3208], [2.4669, 2.7025, -1.2988], [2.8009, 4.0047, -1.6393], [3.1670, 4.3152, -2.9518], [3.1598, 3.3435, -3.9431], [2.8186, 2.0243, -3.6436], [-0.4898, -2.0218, -3.9183], [1.7433, -1.3401, -3.8267], [-2.6648, -2.9866, -4.0233], [-3.9240, -5.0077, -3.3345], [-4.4714, -5.3329, -0.9304], [-3.8548, -3.6380, 0.7955], [-2.6201, -1.6148, 0.0567], [-1.3129, 2.2729, -3.4244], [-2.9785, 4.0378, -3.0030], [-5.4249, 3.5790, -2.8899], [-6.2510, 1.1936, -2.8179], [-4.5893, -0.6424, -2.7907], [2.1520, -2.7151, -1.0265], [4.0560, -4.1967, -0.4800], [6.3835, -3.3545, -0.8300], [6.8444, -1.0629, -1.7265], [4.8992, 0.4474, -2.2190], [2.2874, 2.4110, -0.2553], [2.8467, 4.7188, -0.8296], [3.3821, 5.3459, -3.1715], [3.4407, 3.5858, -4.9527], [3.0798, 1.1826, -4.3350], [-1.6631, 2.2820, -0.0109]], "forces_ev_per_angstrom": [[0.6, -0.8, 2.8], [-3.5, -1.2, -1.9], [-2.7, 0.8, -0.3], [0.8, -0.5, 0.0], [0.3, -0.4, -0.7], [1.0, 0.0, -0.1], [1.6, -1.3, -0.7], [-2.9, 1.1, -2.9], [0.6, 0.2, -0.9], [0.2, -0.4, 0.1], [1.0, -0.7, 0.0], [1.1, 1.0, -0.4], [-0.2, 0.3, 0.4], [0.0, 0.2, -0.1], [-0.1, 0.4, 0.1], [0.2, -0.1, 0.2], [-0.7, 0.7, -0.2], [0.8, 0.0, 0.1], [0.4, 0.1, 0.4], [0.1, 0.1, 0.0], [0.8, -1.0, 0.6], [0.2, 1.2, 1.3], [-0.7, -0.6, -0.1], [0.7, 0.3, -0.4], [-0.3, 1.0, -0.4], [-0.3, 0.9, 0.4], [0.5, -0.1, 0.5], [-0.8, -0.2, -0.3], [0.7, -0.2, 0.8], [-0.5, -0.6, 0.2], [-0.1, 0.1, 0.4], [-0.3, 0.2, 0.6], [0.4, 0.4, 0.9], [0.2, 1.1, 0.1], [0.2, 0.2, -0.5], [-2.2, 1.4, -1.8], [2.3, -2.8, 1.0], [0.8, -0.7, -1.3], [0.6, -0.7, 0.9], [0.4, -0.2, -0.6], [0.1, -0.2, 0.5], [1.0, 0.4, 0.2], [0.0, 0.9, 0.0], [-0.6, 0.5, -0.6], [0.1, 0.6, 0.2], [-0.5, 0.3, -0.5], [-0.5, -0.4, 0.3], [0.4, -0.9, 0.5], [-0.1, -0.6, -0.5], [0.4, -0.5, 0.1], [-0.8, 0.0, 0.5], [0.0, -0.4, 0.1], [0.7, -0.5, 0.9], [0.1, -0.1, 0.0], [0.0, 0.4, 0.2], [0.2, 0.2, 0.0], [0.2, 0.1, -0.2], [-0.3, -0.6, -0.3], [0.0, -0.5, -0.9], [-0.3, -0.5, 0.0], [-2.4, 0.2, 1.3], [-0.3, 0.8, -0.1], [-0.7, 0.3, 0.0], [1.2, 0.0, 0.0], [0.7, 0.9, 0.3], [0.5, 0.0, -0.2], [0.3, 0.1, 0.0], [0.5, -0.4, 0.1], [-0.7, -0.4, 0.3], [-0.1, -0.9, 0.2], [-0.2, 0.3, -0.6], [0.0, 0.3, -0.2], [0.2, 0.1, -0.3], [0.2, 0.2, -0.2], [-0.8, 0.9, 0.5], [0.4, 0.3, 0.6]], "lowdin_charge": [0.696, -0.210, -0.146, -0.177, -0.178, -0.198, -0.331, -0.204, -0.141, -0.228, 0.119, 0.114, 0.131, 0.101, 0.117, 0.103, 0.103, 0.059, 0.121, 0.112, 0.130, 0.119, -0.081, 0.060, 0.045, 0.965, 0.999, -0.430, -0.433, -0.385, -0.089, -0.085, -0.095, -0.078, -0.107, -0.420, -0.296, -0.167, -0.094, -0.084, -0.093, -0.296, -0.083, -0.074, -0.086, -0.074, -0.065, -0.285, -0.070, -0.057, -0.062, -0.081, -0.125, 0.052, 0.072, 0.087, 0.101, 0.091, 0.115, 0.096, 0.111, 0.099, 0.092, 0.110, 0.104, 0.116, 0.108, 0.094, 0.113, 0.108, 0.108, 0.112, 0.104, 0.106, 0.126, -0.208], "max_force_ev_per_a": 4.3, "multiplicity": 6, "orbital_gap_ev": [5.43, 4.77], "s_squared": 8.944, "total_energy_ha": -3487.00764, "charge": 0}